The following is a quantum chemistry calculation of 3 unconnected molecules or ions with the total composition C5H9NO, from the OMol25 dataset.

Structure (XYZ):
```
16
Properties=species:S:1:pos:R:3:forces:R:3:nbo_charge:R:1
C 1.94091 1.12452 0.20392 0.372 -0.169 -0.121 -0.202
O 0.63303 0.21622 -0.94593 -0.082 -0.136 0.197 -0.503
C -0.21832 -0.56156 -0.50497 -0.016 0.149 0.029 0.706
C -1.48303 -0.72577 -1.27862 0.039 -0.037 -0.060 -0.725
C -0.11899 -1.21104 0.83750 0.079 0.008 -0.023 -0.748
C -0.18646 1.92114 0.74004 -1.222 0.060 0.244 -0.060
N -1.33947 1.85866 0.93956 1.071 0.050 -0.179 -0.623
H 2.04168 2.08878 -0.27126 -0.102 -0.143 0.068 0.225
H 1.93412 1.14580 1.28349 -0.123 -0.006 -0.157 0.216
H 2.56531 0.34230 -0.21955 -0.113 0.101 0.049 0.178
H -1.93082 -1.71611 -1.16853 0.089 0.143 0.012 0.228
H -1.33780 -0.46539 -2.32821 -0.017 -0.025 0.150 0.245
H -2.15053 0.02491 -0.82331 0.071 -0.094 -0.037 0.295
H -0.73333 -0.59716 1.50935 0.054 -0.083 -0.077 0.299
H 0.90647 -1.21857 1.21184 -0.140 0.022 -0.065 0.231
H -0.52275 -2.22673 0.81469 0.040 0.159 -0.029 0.237
```
Forces are in eV/Å.

Calculated values
- Gap between HOMO and LUMO: 8.62 eV

The following is a quantum chemistry calculation of a molecular structure, C29H29IN7O4Zn, from the OMol25 dataset.

Structure (XYZ):
```
71
Properties=species:S:1:pos:R:3:forces:R:3:mulliken_charge:R:1
Zn -0.03821 0.03598 -0.01788 -1.700 0.343 -2.206 0.136
C 2.71113 1.52415 2.57837 0.009 -0.325 0.126 -1.708
C 1.42899 1.00348 2.00425 -0.521 -1.198 -0.232 0.353
N 1.33244 -0.01546 1.18346 4.476 2.040 2.481 1.469
N 2.54710 -0.49722 0.64181 -0.345 0.249 -0.069 -1.104
C 2.39909 -0.38469 -0.67528 0.038 0.066 -1.643 0.349
O 1.38356 0.05367 -1.30360 3.415 -0.920 -0.351 -0.673
C 3.54721 -0.74640 -1.58095 0.923 -0.445 0.925 0.176
C 4.71900 -1.26059 -1.01765 0.184 -0.069 -0.176 -0.332
C 5.81457 -1.58202 -1.80914 -0.149 0.031 0.044 -0.671
C 5.75592 -1.39327 -3.18452 0.057 -0.017 -0.077 -0.278
C 4.59815 -0.88562 -3.75835 -0.050 -0.023 0.231 -0.740
C 3.50482 -0.56628 -2.95946 -0.271 0.116 -0.097 -0.109
C 0.15620 1.72436 2.20553 -0.780 -0.657 -0.981 0.588
C -0.09304 2.67416 3.20685 -0.087 -0.042 -0.556 -0.901
C -1.32430 3.28890 3.22878 -0.597 0.064 -0.359 -0.366
C -2.28862 2.96166 2.24315 0.647 0.147 0.487 -1.112
C -1.96556 2.02320 1.28715 0.244 0.006 0.058 0.034
N -0.78531 1.38706 1.23537 -0.357 2.184 3.754 0.383
H 3.42146 0.70997 2.72546 -0.024 0.050 -0.227 0.376
H 3.14721 2.25445 1.89240 0.060 -0.021 0.035 0.258
H 2.55308 1.99540 3.54918 -0.084 0.124 -0.098 0.444
H 4.76734 -1.40655 0.05454 -0.098 0.062 -0.024 0.443
H 6.71200 -1.97787 -1.34713 0.007 0.000 -0.040 0.360
H 6.60916 -1.64048 -3.80644 -0.008 0.004 0.010 0.360
H 4.53748 -0.73186 -4.82949 0.023 -0.011 0.019 0.373
H 2.60525 -0.16503 -3.41102 -0.034 0.006 0.162 0.500
H 0.65314 2.92049 3.94957 0.061 -0.037 -0.036 0.235
H -1.55233 4.02525 3.99140 -0.014 -0.030 -0.019 0.397
H -3.26068 3.43850 2.22986 0.017 -0.023 0.038 0.383
H -2.66508 1.74966 0.50554 0.171 0.226 -0.061 0.537
N -2.91553 -0.82157 0.63783 -0.022 -0.315 0.377 0.278
C -2.00232 -1.43996 1.42042 -0.493 0.573 -0.425 0.641
O -0.80388 -1.24909 1.26785 -1.586 -2.473 2.095 -0.530
C -2.55040 -2.41572 2.43498 0.486 -0.299 -0.426 -1.413
I -3.53782 -1.35394 3.98417 -0.078 -0.118 0.105 0.054
H -2.55509 -0.10116 0.01898 0.283 0.291 -0.465 -0.309
H -3.86950 -0.72989 0.94547 0.034 -0.145 0.026 0.315
H -1.72437 -2.99679 2.83805 -0.060 0.234 0.230 0.490
H -3.23238 -3.10497 1.93680 -0.231 0.179 0.212 0.425
C -7.24722 -3.88122 0.18533 0.028 0.054 -0.041 -1.516
C -6.55908 -3.58883 -1.12182 -0.057 0.045 0.258 0.668
C -5.91699 -2.37592 -1.34059 0.040 -0.299 -0.364 -0.705
C -5.26852 -2.11786 -2.54328 -0.022 0.274 0.212 -0.088
C -5.23360 -3.08069 -3.54346 0.003 0.000 -0.114 0.308
N -4.58667 -2.89650 -4.78068 -0.119 -0.411 0.419 -0.045
C -3.76128 -1.88537 -5.20683 0.286 0.560 -0.772 0.282
O -3.79456 -1.52935 -6.37727 -0.148 -0.112 0.019 -0.721
N -2.90406 -1.27618 -4.33390 -0.106 0.070 0.302 -0.052
C -2.19459 -1.81204 -3.24194 0.273 -0.601 0.466 -0.098
C -2.10727 -3.16526 -2.95860 -0.193 -0.361 -0.260 -0.137
C -1.37771 -3.57975 -1.85632 0.043 0.201 0.042 -1.516
C -0.74952 -2.62298 -1.08089 0.166 0.094 -0.224 -0.403
N -0.79553 -1.30568 -1.34268 -1.227 -3.330 -1.605 0.683
C -1.49851 -0.93660 -2.41321 0.015 0.489 -0.038 -0.460
C -5.90657 -4.28422 -3.34120 -0.032 -0.218 0.293 -0.587
C -6.55308 -4.53852 -2.14074 0.135 0.272 -0.185 -0.656
H -7.19669 -3.02699 0.86216 0.016 -0.025 -0.038 0.338
H -6.77206 -4.73014 0.68191 -0.125 -0.018 0.038 0.324
H -8.30143 -4.11189 0.01755 0.029 -0.086 0.099 0.377
H -5.91721 -1.61128 -0.57200 -0.041 -0.038 -0.014 0.292
H -4.81301 -1.14609 -2.68063 0.121 -0.106 -0.096 0.521
H -4.95551 -3.43127 -5.55112 -0.042 0.166 -0.024 0.238
H -2.57240 -0.38958 -4.68431 0.129 -0.088 -0.033 0.261
H -2.57740 -3.91158 -3.58659 -0.085 0.071 -0.025 0.523
H -1.29731 -4.62997 -1.60853 0.019 -0.005 -0.023 0.409
H -0.17148 -2.90347 -0.20957 0.031 -0.067 -0.038 0.681
H -1.50858 0.13793 -2.58657 0.302 0.461 0.444 0.495
H -5.91193 -5.04839 -4.11131 0.079 0.081 -0.051 0.350
H -7.05306 -5.49051 -1.99872 -0.009 0.036 0.013 0.384
O -0.71836 1.20600 -1.16563 -3.057 3.069 -1.508 -1.259
```
Forces are in eV/Å.

Calculated values
- Charge: -1
- Gap between HOMO and LUMO (alpha / beta): 3.74 / 3.73 eV

The following is a quantum chemistry calculation of 2 unconnected molecules or ions with the total composition C4H7N2, from the OMol25 dataset.

Structure (XYZ):
```
13
Properties=species:S:1:pos:R:3:forces:R:3:nbo_charge:R:1
C -0.68241 -1.82762 0.01965 -0.608 3.276 0.633 0.104
C -1.27320 1.78792 -0.02023 3.039 1.516 -1.262 -0.286
C 3.35120 -0.08429 -0.09081 2.254 -0.752 0.875 0.200
C -1.54722 0.48463 -0.08439 -0.521 0.677 0.870 -0.093
N 2.22891 0.00090 0.01563 -1.714 0.361 -0.453 -0.432
N -0.57491 -0.54108 -0.19256 1.609 -0.182 -0.888 -0.412
H -1.68654 -2.13211 0.20259 -0.571 -0.644 0.101 0.215
H 0.15151 -2.44010 0.30455 0.535 -0.146 -0.817 0.245
H -1.91714 2.60254 0.26686 -1.051 -0.638 0.070 0.250
H -0.28922 2.36279 -0.30855 -1.400 -2.022 0.539 0.234
H 4.39976 -0.32016 0.08175 -0.456 0.410 -0.540 0.267
H 0.35217 -0.08682 -0.43763 -0.356 -1.181 0.856 0.481
H -2.51292 0.19341 0.24314 -0.760 -0.675 0.016 0.228
```
Forces are in eV/Å.

Calculated values
- Charge: +1
- Gap between HOMO and LUMO: 9.43 eV

The following is a quantum chemistry calculation of a molecular structure, C23H25CdN7O7S, from the OMol25 dataset.

Structure (XYZ):
```
64
Properties=species:S:1:pos:R:3:forces:R:3:nbo_charge:R:1
Cd -0.35248 0.69960 -0.01142 -0.202 -0.046 0.096 1.735
C 1.39513 1.33172 2.72587 -0.014 -0.070 -0.111 -0.225
C 0.40311 0.23957 3.12465 0.022 0.024 -0.123 -0.223
N 0.14997 -0.70541 2.04246 0.113 -0.001 0.155 -0.678
C 1.17591 -1.70133 1.77797 0.012 0.090 -0.069 -0.270
C 2.16474 -1.28296 0.70097 -0.083 0.045 0.044 0.223
C 3.42004 -1.86254 0.61142 0.050 -0.017 0.003 -0.223
C 4.27409 -1.43707 -0.39308 0.001 -0.012 0.014 -0.145
C 3.86988 -0.43058 -1.25318 -0.001 -0.025 -0.021 -0.256
C 2.59666 0.09648 -1.10686 -0.087 -0.021 0.050 0.262
C 2.06676 1.18131 -2.02311 -0.062 -0.019 0.134 -0.284
N 1.03780 2.00052 -1.39226 0.422 -0.245 -0.031 -0.751
C 1.52146 3.13796 -0.60309 -0.042 -0.119 0.128 -0.248
C 1.99430 2.75283 0.79865 -0.039 -0.124 -0.127 -0.223
N 0.94956 2.05212 1.54140 -0.127 0.166 0.096 -0.711
N 1.77306 -0.34848 -0.15794 0.103 -0.036 -0.137 -0.563
H 2.35846 0.87176 2.48705 0.003 0.008 -0.006 0.194
H 1.56132 1.99187 3.58588 0.029 0.001 0.032 0.180
H -0.55444 0.70179 3.37530 -0.018 -0.015 0.016 0.213
H 0.78063 -0.26325 4.02525 0.005 0.012 0.040 0.174
H -0.74995 -1.14639 2.16948 0.039 -0.026 0.006 0.408
H 0.68087 -2.61247 1.43459 0.008 -0.002 -0.001 0.253
H 1.73839 -1.95821 2.68490 0.010 -0.023 0.018 0.184
H 3.71468 -2.63335 1.31219 -0.004 0.008 -0.006 0.212
H 5.25627 -1.88090 -0.49633 -0.011 0.000 -0.003 0.214
H 4.51942 -0.06545 -2.03761 -0.003 -0.001 0.003 0.220
H 1.62164 0.66630 -2.87500 -0.058 -0.073 -0.089 0.274
H 2.90751 1.78655 -2.38451 0.013 -0.004 0.008 0.180
H 0.38232 2.37989 -2.08067 -0.072 0.051 0.003 0.445
H 0.68455 3.83361 -0.53394 0.019 -0.022 -0.045 0.262
H 2.34691 3.64145 -1.12104 0.033 0.037 0.000 0.177
H 2.33203 3.65930 1.31535 0.037 0.030 0.002 0.179
H 2.85459 2.08072 0.73309 0.001 -0.010 0.025 0.189
H 0.17114 2.67780 1.73777 0.068 0.031 0.039 0.402
O -1.40638 2.76767 -0.04114 0.031 -0.050 0.312 -0.755
N -2.55667 2.96398 -0.67051 0.123 0.032 0.022 -0.004
C -3.69926 2.62267 -0.03141 0.005 -0.037 0.005 0.035
C -4.92530 2.81989 -0.59846 0.008 0.019 -0.067 -0.283
C -4.97615 3.38486 -1.87843 0.011 -0.002 0.027 -0.186
C -3.80933 3.71440 -2.51405 0.031 0.026 -0.002 -0.256
C -2.53870 3.51159 -1.92319 -0.120 0.001 -0.189 0.049
S -1.08216 3.91130 -2.71452 -0.319 0.205 -0.159 -0.389
H -3.54604 2.15323 0.92586 0.068 -0.032 0.017 0.248
H -5.81090 2.51367 -0.06168 0.000 0.014 -0.009 0.220
H -5.92752 3.55295 -2.36775 0.010 -0.006 -0.003 0.208
H -3.80786 4.14114 -3.50617 -0.011 0.005 -0.002 0.227
O -3.73698 -1.51651 1.47118 -0.042 -0.018 -0.036 -0.671
C -2.76582 -1.19854 0.79576 0.126 0.005 0.039 0.764
O -2.33279 0.00238 0.63337 -0.248 0.073 -0.170 -0.902
C -1.89467 -2.28548 0.17982 -0.012 -0.035 -0.123 -0.142
C -1.13827 -2.03029 -0.95355 -0.159 0.141 -0.077 -0.282
C -0.16455 -2.94552 -1.39637 -0.059 -0.089 0.067 0.105
C -0.02372 -4.17365 -0.72687 0.049 -0.097 0.022 -0.227
C -0.84601 -4.41986 0.34697 0.000 -0.048 -0.060 0.001
C -1.78372 -3.50758 0.83420 0.044 0.017 0.197 -0.266
N -0.70611 -5.71769 1.03880 0.003 0.066 0.007 0.533
O -1.42357 -5.92708 2.00085 0.054 -0.022 -0.046 -0.395
O 0.11903 -6.50975 0.62163 -0.037 -0.002 0.039 -0.395
N 0.66204 -2.61578 -2.44683 0.137 0.185 -0.129 0.360
O 1.60420 -3.40017 -2.77342 -0.061 0.032 0.008 -0.554
O 0.46763 -1.49105 -3.02695 0.154 -0.029 0.086 -0.598
H -1.31800 -1.15954 -1.57335 0.070 0.048 0.122 0.243
H 0.70442 -4.89373 -1.06291 0.006 0.015 -0.007 0.272
H -2.38314 -3.72229 1.70492 -0.029 -0.009 -0.031 0.260
```
Forces are in eV/Å.

Calculated values
- Multiplicity: 2
- Charge: -1
- Gap between HOMO and LUMO (alpha / beta): 5.21 / 7.10 eV

Largest force on an atom values (in eV/Å) by entry order: 1.25, 5.51, 3.62, 0.49.
ΔE to the lowest compared entry with this formula, charge and spin values (in kJ/mol) by entry order: 529.4, 739.2, 326.6, 37.2.